1.
The following is a DFT calculation (ωB97M-V/def2-TZVPD) of a single C3H8NO2 molecule.

Cartesian coordinates (Å):
1 C -0.22 0.43 0.47
2 C 0.43 -0.66 1.28
3 O 1.64 -0.26 1.95
4 N -1.20 0.09 -0.66
5 C -0.31 -0.09 -1.97
6 O 0.58 0.84 -2.33
7 H 0.55 1.03 -0.07
8 H -0.68 1.23 1.23
9 H -0.37 -0.98 1.96
10 H 0.59 -1.44 0.56
11 H 1.38 0.05 2.87
12 H -1.61 1.08 -0.80
13 H 0.31 -0.99 -1.70
14 H -1.08 -0.33 -2.80

Values from the calculation:
- energy above the lowest of the compared OMol25 structures with the same formula, charge and spin (kJ/mol) = 160.9
- 2S+1 = 2
- highest occupied orbital energy (alpha / beta) (eV) = -9.87 / -9.81
- maximum force (eV Å⁻¹) = 3.91


2.
The following is a DFT calculation (ωB97M-V/def2-TZVPD) of 2 unconnected molecules or ions with the total composition C3H8NO2.

Cartesian coordinates (Å):
1 C -0.44 1.16 -1.49
2 N 0.77 1.55 -2.08
3 O -1.08 1.89 -0.77
4 H -0.90 0.32 -2.04
5 H 0.95 2.53 -1.89
6 H 1.50 0.90 -1.85
7 C -0.50 -0.70 0.73
8 O 0.45 -0.26 -0.17
9 C 0.24 -1.47 1.83
10 H -1.32 -1.24 0.24
11 H -0.99 0.15 1.22
12 H -0.42 -1.75 2.64
13 H 0.98 -0.76 2.21
14 H 0.77 -2.32 1.41

Values from the calculation:
- energy above the lowest of the compared OMol25 structures with the same formula, charge and spin (kJ/mol) = 58.5
- 2S+1 = 2
- highest occupied orbital energy (alpha / beta) (eV) = -9.95 / -9.83
- maximum force (eV Å⁻¹) = 2.48


3.
The following is a DFT calculation (ωB97M-V/def2-TZVPD) of a gas-phase ion, C3H8NO2 (charge +1).

Cartesian coordinates (Å):
1 O -0.18 1.00 1.57
2 C 0.35 0.33 0.73
3 O 1.33 -0.55 0.95
4 C -0.23 0.24 -0.67
5 C 0.49 -0.58 -1.74
6 N -1.68 -0.15 -0.54
7 H 1.59 -0.40 1.88
8 H -0.34 1.23 -1.11
9 H 1.57 -0.59 -1.65
10 H 0.10 -1.60 -1.80
11 H 0.27 -0.13 -2.71
12 H -2.00 0.14 0.39
13 H -1.83 -1.16 -0.65
14 H -2.24 0.35 -1.24

Values from the calculation:
- energy above the lowest of the compared OMol25 structures with the same formula, charge and spin (kJ/mol) = 71.0
- highest occupied orbital energy (eV) = -15.56
- net charge = +1
- SMILES string = C[C@@H]([NH3+])C(=O)O
- maximum force (eV Å⁻¹) = 1.86


Computed E_tot, in the same sequence as the records: -8822.018; -8823.079; -8819.216 eV.